The following is a quantum chemistry calculation of a 10-piece molecular cluster, H20O10 overall at a distorted geometry, from OMol25.

```
30
Properties=species:S:1:pos:R:3
O 0.6486 0.3462 0.7102
H -0.1427 0.6250 0.1903
H 0.3501 0.6048 1.5313
O -5.1948 -0.3403 -1.0508
H -4.2821 -0.1688 -0.9601
H -5.4444 0.2132 -0.2927
O -1.3982 0.0281 2.7881
H -1.1756 0.8632 3.0571
H -2.2369 0.0418 2.2605
O -0.0368 4.3462 -0.4423
H -0.5697 4.2181 0.2916
H 0.8919 4.2659 -0.2461
O 3.0838 0.9797 -2.3899
H 2.4535 1.5555 -1.9936
H 2.6284 0.1452 -2.5370
O 3.0675 -2.2966 -1.4708
H 3.0754 -1.3138 -1.2449
H 2.5844 -2.3745 -2.2894
O -2.0684 -0.1403 -2.5438
H -2.7342 0.5085 -2.8127
H -2.4320 -0.9853 -2.8258
O -1.4070 -2.3285 1.4514
H -1.1357 -1.8815 2.1656
H -0.6344 -2.4737 0.8589
O 2.7369 1.5238 2.3344
H 2.3162 0.8072 1.8240
H 2.0864 2.2490 1.9920
O 1.5306 -3.2093 0.2667
H 2.1664 -3.5190 0.9973
H 1.2728 -2.2898 0.3805
```

Properties
- SMILES: O.O.O.O.O.O.O.O.O.O
- Energy relative to the best compared isomer or geometry (same formula, charge and spin): 4.836 eV
- F_max: 5.90 eV/Å
- HOMO-LUMO gap: 9.66 eV